(1)
This record from the OMol25 dataset describes the ion C5H9N2 with charge +1. The level of theory is ωB97M-V/def2-TZVPD.

The geometry in XYZ format:
```
16
Properties=species:S:1:pos:R:3:forces:R:3:nbo_charge:R:1
C -1.1496 0.8118 -0.3064 -1.2642 -0.8215 0.4063 -0.14
C -2.0524 0.1026 0.0385 -1.2206 -0.3907 -0.0785 0.19
C 2.1343 -0.1133 -0.3384 2.5759 -2.0919 -3.4508 -0.09
C 0.0999 1.2956 -0.6668 4.0269 2.0413 1.6733 -0.28
C -3.2645 -0.6751 0.3104 -0.0524 0.9944 2.6949 -0.71
N 1.1517 0.6292 0.1964 -2.3617 1.2334 1.1268 -0.21
N 3.0723 -0.7621 0.4360 -0.4405 0.7503 -0.0872 -0.54
H 2.1651 -0.1879 -1.4261 0.2733 -0.1738 0.6235 0.21
H 0.4284 1.2020 -1.6965 -0.1696 -0.1556 -0.1459 0.26
H 0.3898 2.3584 -0.3275 -1.1490 -0.7957 -0.8305 0.28
H -4.0671 -0.3648 -0.3361 -0.4017 0.4692 -0.0108 0.27
H -3.5597 -0.6080 1.4501 0.4126 0.1368 -2.3240 0.26
H -3.1350 -1.7027 0.1190 0.5029 -1.2991 -0.2725 0.25
H 1.0215 0.4737 1.1805 -0.8451 0.4423 0.5337 0.41
H 3.7211 -1.3550 0.0092 1.1880 -0.5868 -1.6334 0.41
H 3.0444 -1.1043 1.3577 -1.0747 0.2473 1.7750 0.40
```
Forces are in eV/Å.

Results
Orbital gap (alpha / beta)   7.9 / 5.7 eV
Expectation value of S²   2.008
E_HOMO (alpha / beta)   -10.7426 / -13.9344 eV
Net charge   +1
Spin multiplicity   3
Calculated total energy   -304.942543 Eh
Largest force on an atom   4.81 eV/A



(2)
This record from the OMol25 dataset describes a cluster of 14 separate species, C5H39N2O13 in total. The level of theory is ωB97M-V/def2-TZVPD.

The geometry in XYZ format:
```
59
Properties=species:S:1:pos:R:3:forces:R:3:nbo_charge:R:1
C -1.7451 1.8023 2.2969 -1.2253 -0.0266 0.2991 -0.63
C -0.2835 1.3876 2.2498 -0.1310 -0.2033 -1.2598 -0.41
C 0.3102 1.4570 0.8351 0.8200 -0.5278 -0.6573 -0.42
C 0.1722 0.2632 -0.1228 -1.2513 -0.4244 0.9124 -0.23
N 0.7515 -0.9702 0.4406 -0.6199 0.6661 -0.0851 -0.54
C 1.1091 -2.0280 -0.2179 1.8985 -0.1893 -0.1039 0.42
N 1.1469 -2.2508 -1.5156 -0.7814 0.5918 0.2014 -0.75
H -2.3161 1.3032 3.0916 0.3370 -0.0247 0.0498 0.20
H -1.9658 2.8602 2.4499 0.5621 0.1206 -0.0276 0.22
H -2.2993 1.5620 1.3883 0.2915 -0.2040 -0.1370 0.22
H 0.3630 2.0512 2.8167 -0.1489 -0.2624 0.6223 0.22
H -0.2237 0.3472 2.5661 0.3220 0.2310 0.5593 0.19
H 1.3961 1.5359 0.9065 -0.0469 0.6443 0.1887 0.20
H -0.1448 2.2873 0.3055 0.4006 0.2604 0.0443 0.25
H -0.8931 0.0954 -0.2852 0.0701 -0.1995 -0.2536 0.20
H 0.6772 0.4529 -1.0542 -0.1821 0.0830 -0.1172 0.22
H 0.8048 -1.0328 1.4568 0.0890 -0.2779 -0.2567 0.45
H 1.5964 -2.8108 0.3440 -0.0521 0.1909 0.3195 0.21
H 0.7227 -1.6400 -2.2204 0.2017 0.0815 -0.2908 0.46
H 1.7751 -2.9678 -1.8325 -0.2034 -0.1614 -0.1316 0.42
H 3.1493 2.6312 0.3766 0.1729 0.1766 0.2461 0.47
H 3.8778 1.4675 1.0960 -0.1506 0.5096 -0.5318 0.51
O 3.9366 2.0781 0.3138 0.0236 -0.1491 -0.0143 -0.96
H 1.8422 1.2831 -2.2266 0.4186 0.9029 -0.1041 0.50
H 1.9077 2.6031 -3.2271 0.4452 -0.1689 0.4116 0.50
O 1.4639 1.7894 -2.9800 -1.0975 -0.1859 -0.3591 -1.03
H -3.6063 -2.3751 2.6343 0.0313 -0.1061 -0.0497 0.49
H -2.3985 -2.9177 1.8080 -0.0617 -0.0870 0.0483 0.49
O -2.9156 -2.1274 2.0104 0.0926 0.2638 -0.1672 -0.97
H 2.3406 -2.1758 3.3288 -0.0260 0.0289 0.0250 0.49
H 0.8500 -1.8028 3.6319 -0.0876 0.4047 -0.1681 0.53
O 1.6550 -1.5237 3.1434 0.0687 -0.5564 0.1489 -1.01
H -0.4415 -4.3565 1.2047 -0.1314 -0.0472 -0.2254 0.50
H -1.0004 -3.4448 0.0691 -0.0484 -0.3176 -0.1051 0.49
O -0.5796 -3.4402 0.9352 -0.4627 -0.2641 0.4991 -0.96
H 0.7314 0.1948 -3.5902 0.3400 0.1051 -0.2506 0.49
H -0.3053 -0.6188 -4.3199 -0.3265 -0.5254 0.1136 0.51
O 0.5389 -0.7148 -3.8597 0.0949 0.2553 0.2846 -0.99
H -1.3187 2.5256 -1.6390 -0.5539 -0.3498 0.1041 0.51
H -2.7375 2.7277 -1.1720 0.0397 0.0452 0.0808 0.49
O -1.9298 2.2595 -0.9243 -0.0863 0.4240 0.4388 -0.98
H -2.5815 0.6641 -1.3125 -0.1057 0.1959 0.1704 0.50
H -3.2510 -0.5816 -0.6622 -0.0793 -0.0226 0.1428 0.49
O -3.1281 -0.1247 -1.4979 0.0832 -0.2072 -0.1702 -0.99
H -1.1410 -0.7391 4.4645 -0.5462 0.2190 -0.3940 0.50
H -1.4789 -1.5087 3.0469 -0.6236 0.5229 0.5319 0.52
O -0.9406 -1.4494 3.8549 1.0496 -0.9402 0.1613 -1.01
H 3.3011 1.0294 -0.7613 0.1988 -0.4656 -0.0183 0.51
H 3.2381 0.3283 -2.1583 0.4561 -0.3823 0.1880 0.48
O 2.8653 0.2814 -1.2682 0.0995 0.3954 -0.4221 -1.00
H 2.5224 -0.1328 2.3867 0.3056 0.2945 0.2762 0.51
H 3.4158 0.8573 3.1823 -0.0697 -0.1035 0.0600 0.49
O 3.1497 0.6090 2.2914 -0.0633 -0.2569 0.2990 -0.98
H -2.4734 -0.8227 -2.9876 -0.2680 -0.0884 -0.0412 0.51
H -2.9845 -1.3365 -4.3676 -0.1047 0.0093 0.0508 0.48
O -2.1949 -1.0748 -3.8889 0.2162 0.1539 -0.1754 -1.01
H -2.0940 1.6173 -3.7957 0.4014 -0.1719 -0.1859 0.50
H -0.6536 2.2862 -3.6443 -0.1505 -0.4150 -0.3558 0.50
O -1.5848 2.3297 -3.3948 0.1552 0.5361 -0.4192 -0.98
```
Forces are in eV/Å.

Results
Orbital gap   10.6 eV
E_HOMO   -13.2405 eV
Net charge   +1
Calculated total energy   -1301.364987 Eh
Largest force on an atom   1.91 eV/A



(3)
This record from the OMol25 dataset describes a structure of composition C30H45CrNO3P2S. The level of theory is ωB97M-V/def2-TZVPD.

The geometry in XYZ format:
```
83
Properties=species:S:1:pos:R:3:forces:R:3:mulliken_charge:R:1
Cr 0.9219 0.8479 -0.1706 -3.9020 1.0136 2.0740 -1.63
C 2.3282 1.6413 1.2620 -0.8035 -0.0060 0.1616 0.50
C 1.7474 2.7052 0.4456 -0.4712 0.0227 1.2897 1.24
C 0.0777 1.8146 1.8081 1.8612 -0.5717 0.3397 1.36
C 1.2800 1.0648 2.0539 -0.2307 1.7089 0.3274 0.37
C 0.3553 2.7867 0.7904 1.5684 0.1794 -0.0178 0.83
C 3.7832 1.3640 1.4487 0.3382 -0.1112 0.0691 -1.78
H 4.3774 1.5888 0.5521 -0.1213 -0.0257 0.2084 0.32
H 3.9510 0.3095 1.7139 0.0259 0.3312 -0.0702 0.42
H 4.1783 1.9853 2.2706 -0.0666 -0.2216 -0.2866 0.34
C 1.4603 0.1365 3.2071 -0.1574 -0.6351 0.0392 -1.80
H 2.4689 -0.3006 3.2141 -0.3465 0.0344 0.0113 0.42
H 0.7110 -0.6743 3.1487 0.4084 0.2645 0.1893 0.27
H 1.3285 0.6718 4.1636 0.0172 -0.1716 -0.3702 0.32
C -1.0777 1.9060 2.7313 -0.7350 -0.3973 0.0084 -1.84
H -1.0926 2.8974 3.2302 0.1431 -0.4791 -0.2717 0.32
H -1.0224 1.1276 3.5065 -0.1855 0.2784 -0.2822 0.46
H -2.0338 1.7974 2.2012 0.1029 -0.0349 0.3258 0.26
C -0.5407 3.9483 0.4991 -0.0652 0.1218 -0.1047 -1.82
H -0.3562 4.7346 1.2475 -0.0037 -0.1999 -0.1561 0.38
H -1.5981 3.6680 0.5821 0.2209 0.1384 -0.0037 0.45
H -0.3542 4.3852 -0.4907 -0.0700 -0.0499 0.3627 0.43
C 2.5068 3.7867 -0.2374 0.1585 0.2586 -0.1440 -2.00
H 2.7353 4.5627 0.5236 0.0166 -0.2569 -0.5818 0.35
H 1.9058 4.2420 -1.0394 0.3129 -0.0272 0.2217 0.38
H 3.4531 3.4238 -0.6638 -0.2295 0.2029 0.0842 0.37
C 0.7318 -2.4850 -2.9077 -0.4599 -2.6592 -1.4671 -0.90
C 2.0171 -1.8072 -2.9640 0.1614 -0.2146 -0.8266 0.17
C 2.4317 -1.0336 -4.2512 -0.0026 0.0085 -0.0785 -1.15
C 1.3841 -0.1364 -4.9623 0.8023 -0.3881 -0.1050 -1.16
C 0.3913 0.4512 -4.0353 -2.7986 -0.2356 -0.3995 -0.10
C -0.8074 -0.1811 -3.7011 1.2117 1.5615 -5.0961 -0.10
C -1.2204 -1.5287 -4.3083 0.0919 0.1246 0.8395 -1.13
C -0.1488 -2.6068 -4.1090 -0.6206 -0.9347 -0.3487 -1.20
H 2.7352 -1.8164 -4.9575 0.0968 0.0643 0.1687 0.58
H 0.9014 -0.6701 -5.7960 -0.0830 -0.0715 0.4992 0.35
H 3.3302 -0.4169 -4.0881 -0.2629 -0.4270 0.2981 0.39
H 0.4450 -2.7482 -5.0179 0.2098 0.3014 0.1601 0.36
H 0.6022 -3.3399 -2.2256 0.3211 0.5361 -0.1178 0.50
H 2.9114 -2.3806 -2.6866 -0.2136 -0.2944 0.2453 0.64
H -0.6503 -3.5750 -3.9916 -0.1180 0.1932 -0.1261 0.49
H -2.1469 -1.8840 -3.8255 0.2937 0.3289 -0.0551 0.36
H -1.6720 0.4740 -3.6836 0.0952 0.0405 1.1946 0.94
H -1.4855 -1.3928 -5.3663 0.2429 0.0231 0.1819 0.43
H 1.9124 0.6800 -5.4765 -0.0094 -0.1862 0.3210 0.39
H 0.5158 1.5261 -3.8483 -0.3022 -0.4671 0.1929 0.57
P 1.4190 -1.1500 -1.3675 0.1600 1.4347 0.3259 2.19
C 1.8019 -2.3786 -0.1025 0.1987 -0.4194 0.6069 -0.52
C 2.4930 0.3074 -1.5728 0.8827 0.6294 0.1053 -1.30
P -1.3952 0.8909 -0.7540 2.0038 1.4907 0.2901 1.06
C -0.4128 -0.6161 -1.1983 -0.5787 -1.2593 -1.2464 0.49
C -1.2701 2.3113 -1.9405 -0.1859 -0.3065 -0.6015 -1.45
C -3.0756 0.3757 -0.6125 -0.8040 -0.4505 0.1682 -0.93
H 1.0025 -2.3247 0.6581 0.1319 0.1047 -0.2477 0.06
H 2.7531 -2.1555 0.4057 -0.2335 0.2024 -0.3233 0.35
H 1.8579 -3.4231 -0.4532 -0.0262 0.5255 -0.2133 0.55
H 2.2335 0.9064 -2.4523 0.2553 -0.3276 0.0078 0.12
H 3.5142 -0.0856 -1.6779 -0.3298 0.0049 0.1064 0.74
H 2.5921 0.9716 -0.6920 0.6911 0.3544 -0.2738 0.01
H -3.3410 -0.3542 -1.3932 0.0141 0.3424 0.0861 0.36
H -3.7538 1.2456 -0.6288 0.3989 -0.2226 -0.1494 0.45
H -3.1657 -0.1358 0.4138 0.1284 0.2628 -0.8585 0.16
H -0.9198 -1.4586 -0.7065 0.3152 0.2962 0.3557 0.83
H -0.7323 -0.5988 -2.3150 0.7533 -0.4796 1.9012 -1.40
H -1.7880 3.1379 -1.4282 0.1220 -0.4401 -0.2722 0.55
H -1.7496 2.1532 -2.9163 0.1247 0.2386 0.3352 0.55
H -0.2134 2.6217 -2.0797 -0.6365 -0.2323 0.1176 0.13
O -5.3623 -1.2539 2.6401 0.3588 0.2408 0.0292 -0.67
S -4.1052 -0.6636 3.0148 1.3645 -0.8128 -0.6025 1.01
O -4.1010 0.7109 3.4633 0.0369 -0.4602 -0.2484 -0.63
N -2.9485 -0.8984 1.8359 -0.0536 0.2793 -0.0151 -0.47
C -1.8471 -1.5833 2.1873 -0.9210 0.6306 0.0783 -0.04
O -0.8121 -1.7447 1.4963 -0.6222 0.0409 0.2086 -0.63
C -2.0110 -2.1007 3.5705 0.3767 -0.1656 0.8892 0.33
C -1.0901 -2.8293 4.3205 -0.2052 -0.0275 -0.0477 -0.28
C -1.4341 -3.1916 5.6276 -0.3439 0.1672 0.1595 -0.69
C -2.6767 -2.8061 6.1832 0.2888 -0.0178 -0.4894 -0.47
C -3.5813 -2.0413 5.4307 0.4992 -0.1471 -0.1558 -0.62
C -3.2089 -1.6923 4.1360 -0.2429 -0.3669 1.2175 0.13
H -0.1327 -3.0954 3.8567 -0.3974 -0.0087 0.3189 0.45
H -0.7356 -3.7763 6.2332 -0.2719 0.2239 -0.2162 0.38
H -2.9325 -3.1050 7.2013 0.1087 0.0905 -0.3248 0.39
H -4.5433 -1.7198 5.8202 0.1962 -0.0857 0.0736 0.45
```
Forces are in eV/Å.

Results
Orbital gap (alpha / beta)   6.3 / 6.0 eV
Expectation value of S²   3.933
E_HOMO (alpha / beta)   -10.1778 / -10.0858 eV
Net charge   +1
Spin multiplicity   4
Calculated total energy   -3575.390107 Eh
Largest force on an atom   5.47 eV/A